# 1
{
  "formula": "C4H5N3O",
  "method": "ωB97M-V with the def2-TZVPD basis set",
  "orbital_gap_ha": 0.3620,
  "energy_ha": -394.91215,
  "smiles": "[H]/N=c1/ncnc(C)o1",
  "lumo_ev": 0.10,
  "largest_force_ha_per_bohr": 0.046,
  "symbols": ["H", "N", "C", "N", "C", "N", "C", "C", "O", "H", "H", "H", "H"],
  "positions_angstrom": [[2.82, 0.29, 0.43], [2.50, -0.49, -0.15], [1.21, -0.44, -0.20], [0.43, -1.50, -0.73], [-0.83, -1.35, -0.66], [-1.52, -0.25, -0.14], [-0.80, 0.71, 0.29], [-1.39, 1.96, 0.92], [0.53, 0.69, 0.29], [-1.49, -2.07, -1.09], [-1.09, 2.95, 0.48], [-1.06, 1.98, 1.96], [-2.51, 1.77, 0.93]],
  "mulliken_charge": [0.271, -0.636, 0.449, -0.435, 0.123, -0.544, 0.803, -0.976, -0.356, 0.419, 0.295, 0.284, 0.304]
}

# 2
{
  "formula": "C4H5N3O",
  "method": "ωB97M-V with the def2-TZVPD basis set",
  "orbital_gap_ha": 0.3296,
  "energy_ha": -394.76642,
  "smiles": "Oc1nnc2n1CC2",
  "lumo_ev": -0.05,
  "largest_force_ha_per_bohr": 0.122,
  "symbols": ["O", "C", "N", "N", "C", "N", "C", "C", "H", "H", "H", "H", "H"],
  "positions_angstrom": [[-2.55, -0.63, 0.23], [-1.58, 0.27, 0.01], [-1.61, 1.58, -0.02], [-0.41, 2.02, 0.09], [0.34, 1.05, -0.12], [-0.33, -0.09, -0.13], [0.74, -1.04, 0.05], [1.64, 0.41, 0.11], [-2.53, -1.15, -0.86], [1.12, -1.70, -0.87], [0.52, -1.67, 0.99], [2.22, 0.57, 1.06], [2.43, 0.39, -0.54]],
  "mulliken_charge": [-0.558, 0.541, -0.477, -0.433, 0.353, 0.228, -0.485, -0.638, 0.405, 0.220, 0.297, 0.248, 0.300]
}

# 3
{
  "formula": "C4H5N3O",
  "method": "ωB97M-V with the def2-TZVPD basis set",
  "orbital_gap_ha": 0.3520,
  "energy_ha": -394.74610,
  "smiles": "[H]/N=C/N(O)/C=C\\C#N",
  "lumo_ev": 0.29,
  "largest_force_ha_per_bohr": 0.201,
  "symbols": ["H", "N", "C", "N", "O", "C", "C", "C", "N", "H", "H", "H", "H"],
  "positions_angstrom": [[0.45, 2.94, -0.44], [-0.06, 1.85, -0.29], [0.91, 1.14, 0.12], [0.78, -0.21, 0.47], [1.93, -0.82, 0.73], [-0.11, -1.08, -0.23], [-1.36, -1.03, -0.47], [-2.34, -0.07, 0.12], [-3.19, 0.29, 0.99], [1.90, 1.55, 0.49], [2.58, -0.79, 0.01], [0.41, -2.05, -0.51], [-1.90, -1.73, -0.99]],
  "mulliken_charge": [0.275, -0.533, 0.007, 0.197, -0.456, -0.132, -0.414, 0.245, -0.470, 0.297, 0.329, 0.229, 0.425]
}

# 4
{
  "formula": "C4H5N3O",
  "method": "ωB97M-V with the def2-TZVPD basis set",
  "orbital_gap_ha": 0.3698,
  "energy_ha": -394.70685,
  "lumo_ev": -0.45,
  "largest_force_ha_per_bohr": 0.167,
  "symbols": ["C", "C", "C", "C", "H", "H", "H", "H", "H", "N", "N", "N", "O"],
  "positions_angstrom": [[-1.17, 0.53, -0.26], [0.08, 0.57, 0.36], [1.08, -0.44, -0.28], [2.50, 0.16, -0.54], [-1.77, -1.48, -0.17], [-2.95, -0.60, -0.41], [0.26, 1.70, 0.66], [1.30, -0.29, 1.88], [0.35, -1.13, -0.94], [-1.74, -0.73, -0.98], [0.54, -0.77, 1.17], [3.43, 0.87, -0.53], [-1.90, 1.62, 0.05]],
  "mulliken_charge": [0.320, 0.019, -0.001, 0.101, 0.317, 0.379, 0.345, 0.331, 0.422, -0.734, -0.536, -0.407, -0.557]
}

# 5
{
  "formula": "C4H5N3O",
  "method": "ωB97M-V with the def2-TZVPD basis set",
  "orbital_gap_ha": 0.3424,
  "energy_ha": -394.72465,
  "lumo_ev": -0.09,
  "largest_force_ha_per_bohr": 0.136,
  "symbols": ["C", "C", "C", "C", "H", "H", "H", "H", "H", "N", "N", "N", "O"],
  "positions_angstrom": [[0.83, 0.60, -0.15], [1.33, -1.35, 0.10], [-1.60, 0.45, 0.31], [-2.61, -0.38, -0.26], [-0.31, 1.99, 0.33], [2.19, -2.18, -0.24], [-1.80, 1.44, 0.98], [-2.95, -1.46, -0.99], [-3.72, 0.08, -0.16], [1.96, -0.13, -0.07], [0.06, -1.39, 0.15], [-0.25, -0.07, 0.13], [0.82, 1.91, -0.18]],
  "mulliken_charge": [0.501, 0.046, 0.031, -0.649, 0.355, 0.277, 0.302, 0.269, 0.212, -0.574, -0.879, 0.600, -0.491]
}

# 6
{
  "formula": "C4H5N3O",
  "method": "ωB97M-V with the def2-TZVPD basis set",
  "orbital_gap_ha": 0.3315,
  "energy_ha": -394.86925,
  "smiles": "CNC1=NC(=O)C=N1",
  "lumo_ev": -0.75,
  "largest_force_ha_per_bohr": 0.082,
  "symbols": ["C", "N", "C", "N", "C", "O", "C", "N", "H", "H", "H", "H", "H"],
  "positions_angstrom": [[2.26, -0.02, 0.07], [1.03, -0.79, -0.08], [-0.24, -0.39, -0.04], [-1.33, -1.16, -0.04], [-2.42, -0.33, -0.11], [-3.58, -0.56, 0.13], [-1.79, 1.04, -0.10], [-0.54, 1.12, -0.02], [2.06, 1.10, -0.39], [3.07, -0.60, -0.54], [2.66, 0.29, 1.24], [1.23, -1.73, -0.11], [-2.39, 2.01, -0.01]],
  "mulliken_charge": [-0.724, -0.111, 0.534, -0.654, 0.495, -0.516, 0.015, -0.448, 0.269, 0.289, 0.226, 0.267, 0.359]
}

Copy entry 2 word for word.
{
  "formula": "C4H5N3O",
  "method": "ωB97M-V with the def2-TZVPD basis set",
  "orbital_gap_ha": 0.3296,
  "energy_ha": -394.76642,
  "smiles": "Oc1nnc2n1CC2",
  "lumo_ev": -0.05,
  "largest_force_ha_per_bohr": 0.122,
  "symbols": ["O", "C", "N", "N", "C", "N", "C", "C", "H", "H", "H", "H", "H"],
  "positions_angstrom": [[-2.55, -0.63, 0.23], [-1.58, 0.27, 0.01], [-1.61, 1.58, -0.02], [-0.41, 2.02, 0.09], [0.34, 1.05, -0.12], [-0.33, -0.09, -0.13], [0.74, -1.04, 0.05], [1.64, 0.41, 0.11], [-2.53, -1.15, -0.86], [1.12, -1.70, -0.87], [0.52, -1.67, 0.99], [2.22, 0.57, 1.06], [2.43, 0.39, -0.54]],
  "mulliken_charge": [-0.558, 0.541, -0.477, -0.433, 0.353, 0.228, -0.485, -0.638, 0.405, 0.220, 0.297, 0.248, 0.300]
}